A molecular structure, C16H25AlF9O10S in a non-equilibrium geometry, computed with ωB97M-V/def2-TZVPD.

Each line ends with the Mulliken charge.
Positions of all 62 atoms, in Å:
O -4.297 4.086 -5.375  -0.639
Al -4.739 2.493 -4.474  0.349
C -3.084 1.369 -3.981  -0.905
C -3.115 0.854 -2.440  -0.183
C -2.686 1.990 -1.407  0.715
F -3.824 2.148 -0.558  -0.262
F -2.559 3.263 -2.008  -0.290
C -1.506 1.621 -0.427  0.615
F -1.378 2.684 0.493  -0.274
F -1.926 0.528 0.352  -0.244
S 0.168 1.261 -1.148  1.279
F -0.161 -0.315 -1.497  -0.286
F -0.181 1.803 -2.650  -0.244
F 0.662 2.790 -0.658  -0.342
F 0.657 0.738 0.381  -0.374
F 1.730 0.999 -1.662  -0.314
H -3.332 4.201 -5.371  0.220
H -5.642 2.817 -3.176  -0.255
H -5.723 1.686 -5.469  -0.320
H -3.168 0.408 -4.603  0.365
H -2.093 1.840 -4.266  0.208
H -2.526 -0.107 -2.336  0.230
H -4.209 0.570 -2.257  0.020
C 4.004 -1.355 -0.285  -1.462
C 5.352 -1.134 -0.935  0.789
C 5.308 -0.194 -2.105  -0.345
O 6.389 -0.656 -2.911  -0.364
C 6.555 -1.978 -2.630  0.577
O 7.239 -2.723 -3.264  -0.559
O 5.836 -2.340 -1.532  -0.382
H 3.497 -0.409 -0.086  0.296
H 3.361 -1.982 -0.908  0.468
H 4.129 -1.882 0.664  0.228
H 6.080 -0.808 -0.191  0.196
H 5.467 0.844 -1.806  0.316
H 4.383 -0.259 -2.686  0.246
C -4.341 -1.377 2.813  -1.362
C -5.488 -1.188 1.842  0.470
C -5.854 -2.437 1.091  -0.509
O -6.374 -1.923 -0.129  -0.339
C -5.788 -0.708 -0.328  0.607
O -5.842 -0.088 -1.342  -0.546
O -5.125 -0.297 0.791  -0.245
H -4.492 -2.256 3.443  0.370
H -3.389 -1.472 2.285  0.286
H -4.252 -0.503 3.463  0.359
H -6.357 -0.769 2.360  0.218
H -6.609 -3.027 1.612  0.313
H -4.996 -3.078 0.864  0.312
C 3.574 -0.983 5.656  -1.463
C 4.402 -0.253 4.620  0.550
C 3.597 0.273 3.466  -0.561
O 4.543 0.263 2.402  -0.230
C 5.455 -0.702 2.692  0.596
O 6.271 -1.113 1.923  -0.523
O 5.314 -1.142 3.974  -0.349
H 2.694 -0.403 5.944  0.361
H 3.254 -1.961 5.288  0.362
H 4.170 -1.166 6.553  0.362
H 4.983 0.545 5.094  0.250
H 3.229 1.284 3.645  0.318
H 2.753 -0.368 3.192  0.319

Properties
E_tot = -2916.50213 hartree
HOMO-LUMO gap = 5.532 eV
charge = -1
maximum force = 4.04 eV Å⁻¹
highest occupied orbital energy = -4.4 eV



A single C6H9NO3 molecule in a non-equilibrium geometry, computed with ωB97M-V/def2-TZVPD.

Each line ends with the Mulliken charge.
Positions of all 19 atoms, in Å:
O 0.038 -2.385 -1.263  -0.562
C 0.167 -1.189 -1.067  -0.066
C 0.514 -0.744 0.349  0.386
O 1.204 -1.828 1.008  -0.676
C 1.502 0.326 -0.004  -0.984
C 0.651 1.619 -0.361  -0.479
C -0.798 1.325 -0.518  -1.022
C -1.420 0.484 0.366  0.837
O -2.829 0.435 0.580  -0.613
N -0.665 -0.332 1.132  -0.356
H 0.126 -0.513 -1.826  0.582
H 0.859 -2.620 0.418  0.373
H 2.260 -0.003 -0.744  0.328
H 2.107 0.538 0.832  0.354
H 0.829 2.439 0.367  0.341
H 1.025 1.846 -1.273  0.366
H -1.364 1.928 -1.168  0.457
H -3.069 -0.185 1.589  0.378
H -1.137 -1.143 1.581  0.355

Properties
E_tot = -514.39170 hartree
SMILES = O=C[C@@]1(O)CCC=C(O)N1
HOMO-LUMO gap = 8.287 eV
charge = 0
maximum force = 5.86 eV Å⁻¹
highest occupied orbital energy = -8.1 eV
ΔE to the lowest compared entry with this formula, charge and spin = 76.03 kcal/mol



2 unconnected molecules or ions with the total composition CHN2OS in a non-equilibrium geometry, computed with ωB97M-V/def2-TZVPD.

Each line ends with the Mulliken charge.
Positions of all 6 atoms, in Å:
C -1.402 -0.277 -0.031  0.511
N 1.775 0.262 0.322  -0.360
N 0.973 0.929 -0.327  -0.429
O -0.736 -1.187 -0.303  -0.398
S -2.256 1.044 0.122  -0.364
H 1.647 -0.770 0.217  0.040

Properties
E_tot = -621.58778 hartree
HOMO-LUMO gap (spin up / spin down) = 3.679 / 3.674 eV
charge = -1
maximum force = 2.28 eV Å⁻¹
highest occupied orbital energy (spin up / spin down) = -0.3 / -0.3 eV
ΔE to the lowest compared entry with this formula, charge and spin = 38.64 kcal/mol



A molecular structure, C35H39I2N8NaO3S2, computed with ωB97M-V/def2-TZVPD.

Each line ends with the Mulliken charge.
Positions of all 90 atoms, in Å:
Na -0.149 -1.038 0.512  0.835
O -1.177 -2.981 -0.130  -0.457
S -2.553 -3.424 -0.522  0.060
C -3.290 -4.070 1.014  -0.916
C -2.965 -3.292 2.290  -0.036
C -4.048 -2.329 2.801  -1.124
C -3.867 -0.848 2.493  0.325
S -2.432 -0.110 3.319  -0.073
O -1.212 -0.517 2.545  -0.182
C -2.817 1.572 2.857  0.482
C -3.681 2.290 3.673  -0.452
C -4.028 3.583 3.318  -0.576
C -3.499 4.146 2.163  -0.645
C -2.621 3.422 1.370  -0.961
C -2.266 2.123 1.712  0.028
C -3.533 -1.937 -0.729  0.726
C -4.922 -1.968 -0.694  -0.694
C -5.631 -0.785 -0.843  -0.678
C -4.957 0.416 -1.036  -0.906
C -3.572 0.429 -1.114  -0.806
C -2.858 -0.754 -0.976  0.912
H -2.850 -5.068 1.059  0.468
H -4.360 -4.200 0.844  0.486
H -2.015 -2.773 2.152  -0.170
H -2.780 -4.033 3.069  0.438
H -4.129 -2.437 3.885  0.374
H -5.023 -2.623 2.401  0.495
H -4.720 -0.280 2.872  0.640
H -3.755 -0.629 1.433  -0.666
H -4.071 1.844 4.581  0.462
H -4.699 4.154 3.947  0.394
H -3.765 5.158 1.887  0.412
H -2.198 3.862 0.477  0.207
H -1.572 1.567 1.090  0.762
H -5.456 -2.899 -0.548  0.477
H -6.712 -0.801 -0.805  0.419
H -5.514 1.338 -1.136  0.426
H -3.029 1.352 -1.274  0.500
H -1.783 -0.738 -1.079  -0.113
I 0.284 4.006 -1.279  0.045
C 1.279 2.293 -1.923  -0.170
C 2.376 2.432 -2.786  -0.483
C 3.068 1.343 -3.237  -0.148
I 4.650 1.645 -4.570  0.025
C 2.680 0.038 -2.830  1.466
C 3.304 -1.156 -3.256  -1.043
C 2.839 -2.364 -2.823  -1.337
C 1.745 -2.392 -1.941  -0.706
N 1.153 -1.305 -1.514  0.648
C 1.582 -0.097 -1.948  -0.433
C 0.825 1.054 -1.443  -0.463
O -0.159 0.889 -0.658  -0.053
H 2.668 3.425 -3.102  0.440
H 4.145 -1.100 -3.935  0.280
H 3.296 -3.288 -3.150  0.488
H 1.347 -3.333 -1.573  0.507
N 0.386 0.483 -5.080  -0.460
C -0.080 -0.774 -4.792  0.333
C -1.090 -0.966 -3.825  -0.093
N -1.573 -2.155 -3.550  -0.206
C -1.069 -3.191 -4.234  -0.260
C -0.083 -3.003 -5.179  -0.450
N 0.421 -1.801 -5.467  -0.640
H 0.338 1.164 -4.336  0.209
H 1.259 0.494 -5.587  0.339
H -1.476 -0.113 -3.274  0.496
H -1.464 -4.175 -4.017  0.426
H 0.324 -3.843 -5.730  0.381
C 1.931 0.803 1.999  -0.513
N 1.951 -0.662 1.801  0.950
C 3.205 -1.004 1.108  -0.689
N 4.385 -0.578 1.861  0.091
C 4.299 0.873 2.053  -0.709
N 3.084 1.266 2.770  0.107
C 3.074 0.581 4.064  -0.660
N 3.127 -0.878 3.924  0.016
C 1.973 -1.297 3.128  -0.767
C 4.342 -1.216 3.178  -0.725
H 1.011 1.067 2.524  -0.111
H 1.926 1.291 1.023  0.152
H 3.213 -0.519 0.131  0.049
H 3.244 -2.086 0.962  0.255
H 4.307 1.361 1.076  0.343
H 5.171 1.207 2.620  0.350
H 2.162 0.852 4.601  0.337
H 3.936 0.911 4.647  0.345
H 1.053 -1.034 3.650  0.162
H 2.008 -2.382 2.997  0.311
H 4.390 -2.299 3.049  0.347
H 5.212 -0.894 3.755  0.345

Properties
E_tot = -3575.02031 hartree
HOMO-LUMO gap = 7.012 eV
charge = 0
maximum force = 0.23 eV Å⁻¹
highest occupied orbital energy = -7.0 eV
ΔE to the lowest compared entry with this formula, charge and spin = 1.07 kcal/mol



A single C3H6N4O molecule in a non-equilibrium geometry, computed with ωB97M-V/def2-TZVPD.

Each line ends with the Mulliken charge.
Positions of all 14 atoms, in Å:
H 2.873 -0.154 -0.612  0.237
N 2.084 -0.280 0.179  -0.622
C 0.891 -0.192 -0.296  0.352
N 0.474 -0.201 -1.650  -0.222
O -0.714 -0.776 -1.735  -0.257
C -1.637 0.080 -1.183  0.102
N -1.548 0.483 0.044  -0.429
N -0.454 -0.414 0.568  -0.058
C -0.197 0.274 1.864  -0.857
H 1.065 -0.599 -2.245  0.299
H -2.536 0.392 -1.709  0.397
H 0.427 -0.438 2.364  0.336
H -0.937 0.563 2.555  0.382
H 0.208 1.263 1.855  0.340

Properties
E_tot = -411.98562 hartree
SMILES = [H]/N=C1\NOC=NN1C
HOMO-LUMO gap = 10.188 eV
charge = 0
maximum force = 6.15 eV Å⁻¹
highest occupied orbital energy = -9.4 eV
ΔE to the lowest compared entry with this formula, charge and spin = 140.13 kcal/mol